19
Properties=species:S:1:pos:R:3:mulliken_spin:R:1 method="wB97M-V/def2-TZVPD" gap_ev="5.75 / 5.60" homo_energy_ev="-7.61 / -11.49" fmax_ev_per_a=4.16 spin_multiplicity=3 e_tot_ha=-937.0333
C -1.8518 -0.1357 0.6583 0.013
C -0.8100 0.2666 -0.4020 -0.004
C 0.6818 -0.2989 -0.1052 0.245
N -0.7155 1.8257 -0.3529 -0.001
N 1.7610 0.2109 -1.2116 0.155
N 0.6337 -1.8749 -0.3382 0.030
N 1.2244 -0.1048 1.3341 0.110
O -1.7006 2.3857 -0.7368 0.006
O 1.1503 0.6720 -2.1664 0.315
O 1.3222 -2.2412 -1.2309 -0.002
O 0.6946 0.7398 1.9963 0.301
O 0.2907 2.2077 0.0977 -0.001
O 2.8931 0.1944 -0.9181 0.469
O 0.0154 -2.4747 0.4901 0.042
O 2.2402 -0.7635 1.4919 0.324
H -2.2153 -1.2845 0.6990 0.001
H -1.5422 0.1100 1.6844 -0.002
H -2.8327 0.4309 0.4911 0.000
H -1.2393 0.1346 -1.4808 0.000